[1]
Below is C20H18BF5N10O2RhS as an isolated structure, with properties calculated with the ωB97M-V functional and the def2-TZVPD basis.

Computed properties:
E_HOMO (spin up / spin down) (eV): -14.03 / -14.03
ΔE to the lowest compared entry with this formula, charge and spin (eV): 0.442
Charge: +2
Multiplicity: 2

Last column: Mulliken spin population.
CARTESIAN COORDINATES (ANGSTROEM)
Rh -0.47987 -0.24559 -0.49191  0.03
S 0.52965 -1.54720 -2.28521  0.52
F 1.91537 -7.17275 -2.35974  0.03
F 0.69592 -3.43664 0.12653  0.01
F 1.80422 -5.76341 -4.65556  0.00
F 1.12733 -3.15704 -4.56826  0.02
F 1.36376 -6.03778 0.01082  0.00
O -0.89555 -1.57770 1.04437  0.00
O -2.38061 -3.03342 1.89837  0.00
N 0.16160 2.50036 -1.00370  0.00
N 1.15226 0.27484 0.48257  -0.02
N -2.36663 -1.33505 -1.15581  0.01
N -1.66077 1.08643 0.50483  0.00
N 0.12895 4.65462 1.95968  0.00
N -0.05172 1.33495 -1.66005  -0.01
N 1.28793 1.50150 0.99903  0.01
N -1.10109 2.15777 1.12715  0.00
N -2.82419 -2.06049 -0.04207  0.00
N 0.75807 3.94463 0.98501  0.00
C 1.18489 -3.85143 -3.45460  0.11
C 0.96063 -3.99214 -1.04800  0.09
C -1.57564 -3.21033 3.10584  0.00
C 0.88402 -3.20179 -2.22167  0.03
C -2.88276 0.92028 1.03542  0.00
C 0.22828 3.49147 -1.90624  0.00
C 1.30110 -5.31559 -1.08844  0.00
C 1.59079 -5.91486 -2.32527  0.19
C -3.12162 1.89312 1.98646  0.00
C 1.53151 -5.17947 -3.51194  -0.02
C 2.34490 1.51529 1.82113  0.00
C 1.89696 4.58500 0.58645  0.00
C -1.96479 2.65908 2.01441  0.00
C 0.06564 2.96336 -3.17199  0.00
C 2.90176 0.24769 1.83876  0.00
C 0.86446 5.73036 2.14736  0.00
C 2.11321 -0.50862 0.98130  -0.01
C -0.11378 1.60244 -2.96492  0.00
C -1.95981 -2.21022 0.99471  0.00
C 1.99649 5.74296 1.30517  0.00
B 0.28236 2.60152 0.56729  0.00
H 2.54257 4.16676 -0.16996  0.00
H 0.56187 6.46357 2.87757  0.00
H 0.39430 4.50628 -1.58603  0.00
H -3.08747 -0.70578 -1.50454  0.00
H -3.55447 0.15437 0.69309  0.00
H -3.62514 -2.67106 -0.13040  0.00
H -1.69938 3.54598 2.56340  0.00
H -1.11162 -2.26896 3.38186  0.00
H 2.62720 2.42601 2.32372  0.00
H -0.82921 -3.97424 2.90841  0.00
H -4.02108 2.05048 2.55458  0.00
H 3.76895 -0.07755 2.38525  0.00
H -2.27705 -3.54066 3.86234  0.00
H -0.28427 0.82283 -3.68953  0.00
H 0.07702 3.48747 -4.11068  0.00
H 2.77252 6.48555 1.24639  0.00
H 2.18974 -1.54126 0.69175  0.00
H -2.13774 -1.98593 -1.90450  0.00

Cartesian forces (eV/Å) of the 6 atoms listed first:
-0.74 -0.29 0.12
0.29 0.09 0.24
0.00 -0.01 0.00
0.03 -0.01 0.01
0.00 -0.01 -0.02
0.00 0.00 -0.01

---

[2]
Below is C20H18BrGaIN3O2 as an isolated structure, with properties calculated with the ωB97M-V functional and the def2-TZVPD basis.

Computed properties:
E_HOMO (eV): -14.34
Charge: +2
Multiplicity: 1

Last column: Löwdin charge in e.
CARTESIAN COORDINATES (ANGSTROEM)
I 0.77841 2.34839 -0.09073  1.37
Br 2.04994 -0.97472 -1.75799  1.00
Ga -0.00246 -0.16727 -0.05617  0.15
O 0.36171 -1.63647 0.90803  -0.08
O -3.31522 -0.23561 4.59634  -0.05
N -0.64297 -0.76731 -1.83125  -0.03
N -1.55324 0.45785 0.92997  0.01
N -0.65867 -3.93405 3.41179  0.16
C -3.90986 3.32986 0.54200  -0.02
C -3.49688 -1.55508 4.08083  -0.18
C -3.05544 4.31982 0.07513  -0.03
C -0.38609 -2.12656 1.90554  -0.21
C 1.25866 -4.04025 1.91906  0.00
C -1.52733 -1.49742 2.41398  -0.05
C 0.19843 -1.80355 -3.80434  -0.02
C -3.43689 2.05481 0.81683  0.00
C 0.37252 -1.21738 -2.58168  -0.65
C -2.23714 -2.13190 3.47147  -0.12
C -1.76332 -3.33838 3.90728  -0.05
C -3.61590 -1.59671 -3.97824  -0.01
C 0.02819 -3.36359 2.44532  -0.24
C -1.99549 -0.21817 1.95215  0.04
C -1.27098 2.76299 0.16972  -0.54
C -1.11102 -1.92310 -4.25799  0.05
C -1.90302 -0.88853 -2.28293  -0.01
C -1.71051 4.03700 -0.12320  -0.11
C -2.09198 1.75288 0.64930  -0.31
C -2.19040 -1.46883 -3.50585  -0.20
H -3.42713 5.31293 -0.14232  0.13
H 1.04071 -2.15609 -4.38260  0.13
H -4.28906 -1.49240 3.33406  0.13
H -1.29141 -2.38368 -5.22274  0.14
H -3.03626 -0.27535 5.51762  0.11
H -2.68400 -0.50206 -1.63991  0.14
H -4.12066 1.28480 1.15716  0.13
H -4.18295 -2.25786 -3.32064  0.10
H -2.76575 0.25468 2.55224  0.13
H -3.85581 -2.23481 4.85073  0.13
H -3.65967 -2.00730 -4.98442  0.09
H -2.27125 -3.86835 4.70498  0.13
H 1.19003 -4.21053 0.84345  0.09
H 1.38221 -4.99201 2.42765  0.09
H -4.11411 -0.62629 -3.98689  0.10
H -4.95975 3.54707 0.68811  0.13
H 2.14374 -3.42419 2.09272  0.09
H -1.03653 4.79901 -0.48942  0.12

Cartesian forces (eV/Å) of the 6 atoms listed first:
0.20 -0.07 -0.04
0.22 -0.09 -0.12
-0.48 -0.12 0.07
0.28 0.04 0.00
0.01 -0.13 -0.19
0.15 0.02 -0.15

---

[3]
Below is C20H18CaCl2N3O4S as an isolated structure, with properties calculated with the ωB97M-V functional and the def2-TZVPD basis.

Computed properties:
E_HOMO (eV): -5.02
ΔE to the lowest compared entry with this formula, charge and spin (eV): 0.612
Charge: -1
Multiplicity: 1

Last column: Löwdin charge in e.
CARTESIAN COORDINATES (ANGSTROEM)
Ca -0.34949 0.04456 0.37989  1.17
Cl -6.18289 -0.63723 0.95196  0.61
Cl -1.12559 -2.67546 1.48480  0.70
S -3.12523 -0.46917 0.07004  0.47
O 2.15694 -0.17687 -3.21976  0.02
O 0.64636 -0.08607 2.50386  -0.20
O 0.48016 0.29398 -1.79584  -0.21
O 2.32107 -0.97530 3.72352  0.01
N -0.24470 -3.49251 -2.41844  -0.07
N -0.76566 -2.32977 -1.77263  -0.10
N 1.89654 -0.61923 0.25295  0.04
C 1.20797 3.09105 0.60406  -0.08
C -3.66448 -1.66429 1.21805  -0.75
C -5.01209 -1.75506 1.60966  -0.69
C 0.30045 3.01583 -0.44363  -0.08
C -0.57948 2.82585 2.18033  -0.09
C 1.75120 -0.68729 2.67501  -0.65
C -4.63547 -3.61354 3.07519  -0.11
C 3.59612 -1.87285 1.28141  0.00
C 2.38290 -0.84261 -0.95752  -0.18
C 3.52521 -1.61512 -1.11762  0.00
C -2.02443 2.64519 -1.33339  -0.06
C 4.11991 -2.13861 0.02310  -0.05
C -5.49701 -2.69269 2.50537  -0.14
C 2.45453 -1.08652 1.36068  -0.18
C 1.61894 -0.18376 -2.11889  -0.64
C -2.84584 -2.62518 1.83751  -0.63
C 0.77195 2.99188 1.91864  -0.09
C -1.48950 2.75553 1.13210  -0.10
C -3.29131 -3.57464 2.73726  -0.14
C -1.06166 2.84625 -0.19379  -0.34
H -0.92824 -3.90788 -3.04371  0.05
H 1.48409 2.99589 2.73224  0.11
H -2.54029 2.58399 1.33501  0.11
H -0.92168 2.70296 3.19903  0.11
H -1.76060 -2.38886 -1.57864  0.02
H -3.05800 2.68359 -0.99280  0.07
H -1.86437 1.67622 -1.81363  0.06
H 2.26419 3.19098 0.38829  0.11
H -1.87611 3.39998 -2.10761  0.08
H 0.65053 3.03001 -1.46780  0.12
H -2.58104 -4.26701 3.16551  0.10
H -6.55070 -2.68246 2.74603  0.09
H 3.91882 -1.79221 -2.10789  0.11
H -0.03847 -4.17233 -1.69758  0.05
H -0.59736 -1.52549 -2.36443  0.04
H 5.00509 -2.75745 -0.07111  0.10
H -5.00505 -4.34687 3.77908  0.10
H 4.04006 -2.24972 2.19193  0.11

Cartesian forces (eV/Å) of the 6 atoms listed first:
-0.20 0.03 0.09
0.08 -0.06 0.03
-0.23 0.00 0.05
0.04 -0.01 0.06
0.03 0.00 -0.03
-0.13 -0.02 -0.15

---

[4]
Below is C20H18Cl4N2O2PtS2Se as an isolated structure, with properties calculated with the ωB97M-V functional and the def2-TZVPD basis.

Computed properties:
E_HOMO (eV): -1.43
ΔE to the lowest compared entry with this formula, charge and spin (eV): 14.309
Charge: -2
Multiplicity: 1

Last column: Löwdin charge in e.
CARTESIAN COORDINATES (ANGSTROEM)
Pt -0.08691 0.94679 -0.22707  0.55
Se 4.85208 -4.12553 2.55969  0.38
Cl 4.61239 4.11646 0.15712  0.55
Cl 2.19744 5.67820 0.49486  0.54
Cl 1.16566 -3.52560 -0.05053  1.10
Cl 2.93750 3.69255 2.45955  0.57
S -1.85077 2.13847 0.62597  0.50
S -1.51013 -0.63656 -0.94188  0.59
O 1.23156 2.42420 0.55914  -0.26
O 2.32925 3.02646 -1.32822  -0.02
N 1.29320 -2.27585 0.91261  -0.36
N 3.62898 -5.64192 0.65518  -0.32
C 4.67865 -6.64605 0.80993  -0.14
C -3.09722 -0.06185 -0.45976  -0.69
C 0.70434 -3.04516 -4.04434  -0.12
C 1.10246 -2.69861 2.30906  -0.19
C 0.94941 -3.53850 -2.78873  -0.13
C -4.53068 1.58298 0.56441  -0.16
C 3.53460 -4.47884 1.35205  -0.69
C -3.24328 1.16019 0.21522  -0.72
C -5.65012 0.82395 0.26542  -0.15
C 2.08101 3.03749 -0.13601  -0.83
C -5.50088 -0.39053 -0.40094  -0.15
C -4.23239 -0.82010 -0.75588  -0.16
C 1.26600 -1.24072 -1.82081  -0.37
C 1.67604 -0.20883 -0.94435  -0.24
C 0.61472 -1.64965 -4.19095  -0.10
C 1.16810 -2.64070 -1.74606  -0.22
C 1.45197 -5.34496 -0.56936  -0.17
C 2.93176 4.06290 0.72994  -1.49
C 0.84119 -0.82106 -3.13666  -0.09
C 2.58194 -5.94348 -0.21081  -0.26
H 0.72626 0.24983 -3.24247  0.12
H 0.33049 -1.21911 -5.14396  0.10
H -4.10113 -1.76350 -1.27633  0.09
H 2.19728 -0.40906 -0.02893  0.04
H 2.02944 -3.08360 2.74102  0.01
H 0.57262 -3.71878 -4.87999  0.09
H 5.65155 -6.16144 0.74271  0.04
H -4.63633 2.52957 1.08368  0.08
H 0.98827 -4.59568 -2.59454  0.06
H -6.36706 -0.99716 -0.64136  0.08
H -0.13306 -3.87268 -0.15302  0.09
H 0.77931 -1.79287 2.82268  0.08
H -6.63549 1.17633 0.55056  0.08
H 2.63151 -6.92599 -0.68361  0.10
H 1.88062 0.72434 -1.45837  0.02
H 4.61829 -7.11145 1.79580  0.07
H 4.57769 -7.40147 0.03038  0.07
H 0.31706 -3.45711 2.43890  0.06

Cartesian forces (eV/Å) of the 6 atoms listed first:
-0.18 -0.48 0.21
0.11 0.04 0.09
0.01 0.00 0.00
0.01 -0.01 0.00
0.20 1.01 0.06
0.01 -0.01 0.00

---

Please write out number 4 again, unchanged.
Below is C20H18Cl4N2O2PtS2Se as an isolated structure, with properties calculated with the ωB97M-V functional and the def2-TZVPD basis.

Computed properties:
E_HOMO (eV): -1.43
ΔE to the lowest compared entry with this formula, charge and spin (eV): 14.309
Charge: -2
Multiplicity: 1

Last column: Löwdin charge in e.
CARTESIAN COORDINATES (ANGSTROEM)
Pt -0.08691 0.94679 -0.22707  0.55
Se 4.85208 -4.12553 2.55969  0.38
Cl 4.61239 4.11646 0.15712  0.55
Cl 2.19744 5.67820 0.49486  0.54
Cl 1.16566 -3.52560 -0.05053  1.10
Cl 2.93750 3.69255 2.45955  0.57
S -1.85077 2.13847 0.62597  0.50
S -1.51013 -0.63656 -0.94188  0.59
O 1.23156 2.42420 0.55914  -0.26
O 2.32925 3.02646 -1.32822  -0.02
N 1.29320 -2.27585 0.91261  -0.36
N 3.62898 -5.64192 0.65518  -0.32
C 4.67865 -6.64605 0.80993  -0.14
C -3.09722 -0.06185 -0.45976  -0.69
C 0.70434 -3.04516 -4.04434  -0.12
C 1.10246 -2.69861 2.30906  -0.19
C 0.94941 -3.53850 -2.78873  -0.13
C -4.53068 1.58298 0.56441  -0.16
C 3.53460 -4.47884 1.35205  -0.69
C -3.24328 1.16019 0.21522  -0.72
C -5.65012 0.82395 0.26542  -0.15
C 2.08101 3.03749 -0.13601  -0.83
C -5.50088 -0.39053 -0.40094  -0.15
C -4.23239 -0.82010 -0.75588  -0.16
C 1.26600 -1.24072 -1.82081  -0.37
C 1.67604 -0.20883 -0.94435  -0.24
C 0.61472 -1.64965 -4.19095  -0.10
C 1.16810 -2.64070 -1.74606  -0.22
C 1.45197 -5.34496 -0.56936  -0.17
C 2.93176 4.06290 0.72994  -1.49
C 0.84119 -0.82106 -3.13666  -0.09
C 2.58194 -5.94348 -0.21081  -0.26
H 0.72626 0.24983 -3.24247  0.12
H 0.33049 -1.21911 -5.14396  0.10
H -4.10113 -1.76350 -1.27633  0.09
H 2.19728 -0.40906 -0.02893  0.04
H 2.02944 -3.08360 2.74102  0.01
H 0.57262 -3.71878 -4.87999  0.09
H 5.65155 -6.16144 0.74271  0.04
H -4.63633 2.52957 1.08368  0.08
H 0.98827 -4.59568 -2.59454  0.06
H -6.36706 -0.99716 -0.64136  0.08
H -0.13306 -3.87268 -0.15302  0.09
H 0.77931 -1.79287 2.82268  0.08
H -6.63549 1.17633 0.55056  0.08
H 2.63151 -6.92599 -0.68361  0.10
H 1.88062 0.72434 -1.45837  0.02
H 4.61829 -7.11145 1.79580  0.07
H 4.57769 -7.40147 0.03038  0.07
H 0.31706 -3.45711 2.43890  0.06

Cartesian forces (eV/Å) of the 6 atoms listed first:
-0.18 -0.48 0.21
0.11 0.04 0.09
0.01 0.00 0.00
0.01 -0.01 0.00
0.20 1.01 0.06
0.01 -0.01 0.00

---

Q: multiplicity of number 2 (C20H18BrGaIN3O2)?
A: 1

---

Q: Look up the charge of the fourth one.
A: -2